(1)
22
Properties=species:S:1:pos:R:3 method="wB97M-V/def2-TZVPD" e_above_lowest_kcal_mol=21.62 e_lumo_ha=0.0319 homo_ev=-9.2 smiles=CCCCCN.O
C -2.353 0.735 1.747
C -0.801 0.832 1.693
C -0.041 -0.362 1.124
C -0.633 -0.915 -0.187
C -0.042 -0.271 -1.481
N 1.049 -1.005 -2.075
H -2.860 1.348 1.005
H -2.647 1.033 2.727
H -2.656 -0.286 1.554
H -0.449 1.782 1.282
H -0.513 1.004 2.731
H 0.043 -1.129 1.893
H 0.972 -0.045 0.848
H -1.725 -0.903 -0.167
H -0.368 -1.929 -0.288
H 0.276 0.762 -1.338
H -0.894 -0.282 -2.154
H 1.862 -1.126 -1.491
H 0.768 -1.872 -2.503
H 3.076 0.624 -2.106
H 3.962 1.296 -1.031
O 3.975 0.706 -1.783

***

(2)
77
Properties=species:S:1:pos:R:3 method="wB97M-V/def2-TZVPD" e_lumo_ha=-0.1915 homo_ev=-12.0 charge=+1
C -3.551 1.885 -0.272
C -3.874 0.423 0.474
C -4.924 0.584 1.722
O -4.383 0.242 3.046
C -3.080 0.873 3.303
C -2.836 2.491 3.521
I -4.476 3.944 3.447
C -1.321 3.112 3.843
C -0.091 2.027 3.951
C 1.486 2.449 4.313
C 2.213 3.269 3.095
C 3.343 2.424 2.260
F 3.505 1.011 2.672
F 4.662 3.102 2.547
C 3.166 2.540 0.601
F 4.527 2.224 0.026
F 2.845 3.944 0.250
C 2.141 1.419 -0.017
F 2.860 0.105 -0.216
F 1.079 1.114 1.014
C 1.319 1.908 -1.362
F 0.426 0.746 -1.728
F 0.359 3.025 -1.025
C 2.269 2.246 -2.655
F 3.468 1.382 -2.793
F 2.762 3.673 -2.678
C 1.369 2.060 -4.037
F 2.067 2.831 -5.130
F 1.363 0.628 -4.512
F 0.007 2.634 -3.943
C -0.450 0.429 3.713
N -1.875 -0.085 3.419
C -1.992 -1.604 3.280
C -1.380 -2.200 1.881
O -2.191 -2.701 0.911
Br 0.591 -2.243 1.541
H -2.486 2.301 -0.013
H -4.411 2.669 -0.062
H -3.553 1.664 -1.445
H -2.890 -0.162 0.720
H -4.429 -0.216 -0.367
H -5.807 -0.193 1.517
H -5.411 1.645 1.640
H -1.160 4.266 4.021
H 1.381 3.222 5.217
H 2.093 1.544 4.740
H 2.721 4.220 3.568
H 1.372 3.647 2.352
H 0.480 -0.314 3.785
H -3.088 -1.976 3.533
H -1.310 -2.047 4.154
C 1.334 -7.517 3.824
C 0.882 -6.383 4.721
C 0.020 -5.369 4.031
O 0.243 -4.206 4.808
C 1.495 -4.335 5.345
O 2.095 -3.446 5.922
O 1.985 -5.596 5.143
H 1.740 -7.140 2.879
H 2.137 -8.088 4.303
H 0.505 -8.194 3.599
H 0.396 -6.785 5.618
H -1.038 -5.644 4.037
H 0.329 -5.159 3.001
C 1.178 1.643 -8.164
C 0.355 0.386 -8.360
C 0.603 -0.303 -9.668
O -0.614 -0.998 -9.875
C -1.583 -0.281 -9.228
O -2.780 -0.478 -9.339
O -1.028 0.691 -8.442
H 1.125 2.296 -9.041
H 0.795 2.224 -7.318
H 2.229 1.399 -7.977
H 0.498 -0.292 -7.510
H 1.445 -0.999 -9.624
H 0.752 0.387 -10.506

***

(3)
8
Properties=species:S:1:pos:R:3 method="wB97M-V/def2-TZVPD" e_above_lowest_kcal_mol=22.15 e_lumo_ha="-0.0837 / -0.0837" homo_ev="-10.9 / -10.9"
C 0.705 0.238 0.272
O 0.013 1.381 0.669
O -0.118 2.675 3.369
F 0.058 -0.905 0.594
F 1.898 0.162 0.942
S -0.736 2.766 2.062
Br 0.220 4.508 1.176
H 0.943 0.217 -0.728

***

(4)
11
Properties=species:S:1:pos:R:3 method="wB97M-V/def2-TZVPD" e_above_lowest_kcal_mol=66.45 e_lumo_ha=0.0341 homo_ev=-7.8 smiles=Cc1[nH][nH]c1Cl
C -0.151 -0.167 -0.107
C 1.235 0.096 0.141
C -1.039 -1.250 -0.028
N -0.379 1.255 -0.208
N 1.018 1.531 0.020
Cl 2.656 -0.805 0.171
H -1.961 -1.180 0.681
H -1.739 -1.339 -0.829
H -0.411 -2.115 0.104
H -0.789 1.741 0.565
H 1.560 2.233 -0.511

***

Please write out number 3 again, unchanged.
8
Properties=species:S:1:pos:R:3 method="wB97M-V/def2-TZVPD" e_above_lowest_kcal_mol=22.15 e_lumo_ha="-0.0837 / -0.0837" homo_ev="-10.9 / -10.9"
C 0.705 0.238 0.272
O 0.013 1.381 0.669
O -0.118 2.675 3.369
F 0.058 -0.905 0.594
F 1.898 0.162 0.942
S -0.736 2.766 2.062
Br 0.220 4.508 1.176
H 0.943 0.217 -0.728